1.
{"formula": "C7H7F", "method": "the ωB97M-V functional and the def2-TZVPD basis", "species": ["F", "C", "C", "C", "C", "C", "C", "C", "H", "H", "H", "H", "H", "H", "H"], "positions_angstrom": [[2.72185, -0.69109, -1.11248], [-1.64851, 0.70544, -0.03270], [1.72599, -0.70946, -0.16642], [-1.20559, 1.06445, -1.40390], [0.04367, 0.53874, -1.73099], [0.44585, -0.11476, -0.44956], [-0.17412, -0.70376, 1.81722], [-0.64735, 0.00297, 0.52665], [1.01713, -1.67296, 1.37796], [0.87403, 0.85651, -2.56504], [-1.13820, -1.32039, 2.34002], [0.18683, 0.20822, 2.50258], [-1.66068, 1.69986, -2.39465], [2.14071, -0.76781, 0.94372], [-2.68161, 0.90404, 0.34760]], "lowdin_charge": [-0.0092, -0.0541, -0.0678, -0.1132, -0.0776, -0.2268, -0.0873, -0.3189, 0.1913, 0.1569, 0.1123, 0.0954, 0.1589, 0.1226, 0.1176], "fmax_ev_per_a": 5.56, "e_homo_ev": -8.53, "multiplicity": 1}

2.
{"formula": "C3H3Cl3O3S", "method": "the ωB97M-V functional and the def2-TZVPD basis", "species": ["Cl", "Cl", "Cl", "S", "O", "O", "O", "C", "C", "C", "H", "H", "H"], "positions_angstrom": [[1.59184, -0.16550, -1.65350], [-0.72810, 1.64275, -2.31150], [-1.17438, -1.14834, -1.00204], [1.79036, 0.87398, 1.77833], [2.90232, 0.10536, 1.30085], [1.17737, 1.77386, 0.49842], [1.90187, 1.55018, 3.05577], [-0.01858, 0.96580, 0.35826], [-0.07499, 0.31891, -1.10542], [0.25849, 0.08529, 1.60189], [0.63349, -0.95198, 1.50382], [-0.46494, 0.17396, 2.43570], [-0.91544, 1.65502, 0.41870]], "lowdin_charge": [0.6097, 0.5045, 0.5644, 0.6767, -0.2693, -0.2357, -0.2622, -0.4706, -1.3343, -0.1800, 0.1143, 0.1317, 0.1508], "fmax_ev_per_a": 2.41, "e_homo_ev": -11.35, "multiplicity": 1}

3.
{"formula": "C37H43BrN6O4", "method": "the ωB97M-V functional and the def2-TZVPD basis", "species": ["Br", "O", "O", "O", "O", "N", "N", "N", "N", "N", "N", "C", "C", "C", "C", "C", "C", "C", "C", "C", "C", "C", "C", "C", "C", "C", "C", "C", "C", "C", "C", "C", "C", "C", "C", "C", "C", "C", "C", "C", "C", "C", "C", "C", "C", "C", "C", "C", "H", "H", "H", "H", "H", "H", "H", "H", "H", "H", "H", "H", "H", "H", "H", "H", "H", "H", "H", "H", "H", "H", "H", "H", "H", "H", "H", "H", "H", "H", "H", "H", "H", "H", "H", "H", "H", "H", "H", "H", "H", "H", "H"], "positions_angstrom": [[-4.81192, 5.76537, -2.54511], [-1.24048, 6.84700, -1.17976], [0.87429, 6.60784, -2.28918], [-0.07956, 4.88717, -0.97609], [1.75854, 4.54273, -3.20918], [-6.96239, 3.46980, -1.94148], [1.12718, -7.54958, -0.70263], [3.93430, -1.51224, 5.15856], [3.94988, 0.31444, 0.36949], [-3.37607, 1.14739, -0.04571], [0.10118, -2.30590, -2.09501], [1.75050, -8.34361, -1.58684], [0.39369, -9.53383, 0.44526], [6.11295, -2.46563, 4.78810], [-9.12811, 1.97615, -1.00920], [-2.42179, 6.05043, -0.89449], [1.08837, -1.57782, -1.54780], [-2.86950, 5.31331, -2.24985], [5.57782, 0.57129, 2.12268], [-4.03955, -0.85891, 1.10693], [3.42603, 1.59505, 2.33842], [3.18827, 3.39910, -1.58927], [-0.12980, 6.03756, -1.47997], [-2.77917, 3.70458, -2.05460], [3.05697, 4.67048, -2.59247], [4.68736, 1.34202, 2.85689], [-2.72030, 0.37236, -0.92685], [3.10762, 1.06091, 1.10045], [5.22910, -2.34618, 7.00806], [-3.35597, -1.63484, 0.18196], [1.70088, -3.31679, -0.04301], [0.68645, -4.09060, -0.58905], [4.94240, -1.86894, 4.34759], [4.09655, -1.75803, 6.46802], [0.46242, -8.15860, 0.29200], [1.73885, -9.72759, -1.52352], [-4.02092, 0.51713, 0.94926], [6.25521, -2.70658, 6.14698], [1.13830, 5.80709, -3.46461], [-8.20917, 3.68260, -2.39002], [-7.84905, 1.73378, -0.52964], [-2.68228, -1.01106, -0.85774], [1.91062, -2.03409, -0.52970], [1.04572, -10.33075, -0.48413], [-0.07835, -3.54368, -1.60656], [-6.80767, 2.50366, -1.02296], [-9.31675, 2.97050, -1.95802], [5.16446, 0.08571, 0.89288], [2.70634, 2.19288, 2.88316], [3.24741, 2.41730, -2.17322], [-0.88089, -4.11070, -2.06817], [2.13275, 1.22773, 0.65363], [-1.71692, 3.36072, -2.33456], [4.01699, 3.52597, -0.82023], [0.15649, 5.57905, -4.02706], [4.97410, 1.74126, 3.82351], [-4.54333, 1.16606, 1.64521], [-8.30507, 4.46799, -3.13319], [2.19674, 3.34467, -1.00014], [0.49534, -5.09485, -0.23336], [1.21039, -0.58101, -1.95966], [-5.78920, 2.35439, -0.67637], [-3.57510, 3.27546, -2.76936], [2.25865, -10.31869, -2.26699], [-0.03386, -7.49329, 0.99145], [6.57029, 0.35329, 2.49729], [5.30657, -2.51837, 8.07429], [3.26585, -1.46148, 7.10012], [2.28163, -7.82532, -2.37875], [-9.96971, 1.39584, -0.64681], [2.32242, -3.70999, 0.75436], [-0.15584, -9.97053, 1.26973], [-2.20622, 0.90611, -1.71983], [7.15717, -3.17051, 6.53103], [-7.66495, 0.96506, 0.21068], [1.01432, -11.41146, -0.39927], [-10.30123, 3.18745, -2.35353], [3.19624, 5.59648, -1.94488], [-2.33571, 5.37191, 0.01314], [4.78548, -1.65691, 3.29559], [5.82560, -0.51900, 0.27992], [-2.31625, 5.65671, -3.18100], [1.78030, 6.39172, -4.22491], [-2.13887, -1.58575, -1.59763], [2.69462, -1.40160, -0.12717], [-2.94140, 3.38375, -0.97573], [3.93879, 4.62520, -3.31350], [6.89349, -2.73444, 4.08717], [-3.25734, 6.80514, -0.64642], [-4.57513, -1.31267, 1.93155], [-3.34812, -2.71573, 0.27076]], "lowdin_charge": [0.6358, -0.0188, 0.0151, 0.0891, -0.1466, 0.0194, 0.0532, 0.0624, 0.0437, 0.0492, 0.0370, -0.1463, -0.0760, -0.0732, -0.0864, -0.2130, -0.1455, -0.6228, -0.0998, -0.0784, -0.0574, -0.0868, -0.4121, -0.1642, -0.2382, -0.0804, -0.1330, -0.1544, -0.0786, -0.0738, -0.0698, -0.0750, -0.1591, -0.1535, -0.1526, -0.0749, -0.1636, -0.0836, -0.1889, -0.1559, -0.0739, -0.0639, -0.0672, -0.0817, -0.1633, -0.1429, -0.0792, -0.1498, 0.1067, 0.0804, 0.1024, 0.1063, 0.0798, 0.0757, 0.1547, 0.1097, 0.1018, 0.1010, 0.0710, 0.0696, 0.1027, 0.0844, 0.0711, 0.1016, 0.1009, 0.1038, 0.1004, 0.1014, 0.1048, 0.1029, 0.1041, 0.1013, 0.0967, 0.1047, 0.0978, 0.1053, 0.0991, 0.1252, 0.1371, 0.0876, 0.1058, 0.0954, 0.1600, 0.0762, 0.0604, 0.0605, 0.1204, 0.1017, 0.1034, 0.0991, 0.1047], "fmax_ev_per_a": 4.62, "e_homo_ev": -8.92, "multiplicity": 1, "smiles": "CCOCOC(=O)OC[C@@H](C)Br.c1ccncc1.c1ccncc1.c1ccncc1.c1ccncc1.c1ccncc1.c1ccncc1"}

4.
{"formula": "C6H10BrN", "method": "the ωB97M-V functional and the def2-TZVPD basis", "species": ["Br", "N", "C", "C", "C", "C", "C", "C", "H", "H", "H", "H", "H", "H", "H", "H", "H", "H"], "positions_angstrom": [[2.76241, 0.13388, 0.25964], [0.05894, -2.76839, -0.37686], [0.31612, 1.24016, -1.05554], [0.12847, -1.57231, -0.16630], [-0.51968, -0.94427, 1.08119], [-1.30026, 0.30417, 0.89976], [-0.37325, 1.36311, 0.30775], [1.33550, 0.19077, -1.01973], [-1.63714, 0.82643, 1.79104], [-2.24240, 0.07322, 0.23592], [0.28792, -0.81748, 1.71192], [-0.89083, 2.32344, 0.19338], [-1.12928, -1.77655, 1.39294], [-0.43571, 1.03603, -1.81654], [0.51213, 1.46522, 1.03632], [0.55219, -3.33013, -1.04943], [1.65041, -0.00122, -2.03654], [0.92445, 2.25393, -1.38892]], "lowdin_charge": [0.6673, 0.1352, -0.3286, -0.1905, -0.2121, -0.2111, -0.2621, -0.6156, 0.1071, 0.1515, 0.0698, 0.1029, 0.1053, 0.1092, 0.0983, 0.0663, 0.0437, 0.1635], "fmax_ev_per_a": 4.19, "e_homo_ev": -7.65, "multiplicity": 1}